# 1
{
  "formula": "C2H2Cl2O3",
  "method": "ωB97M-V/def2-TZVPD",
  "orbital_gap_ev": [8.54, 8.54],
  "largest_force_ev_per_a": 4.7,
  "homo_ha": [-0.31486, -0.31489],
  "e_lumo_ha": [-0.0010, -0.0010],
  "e_tot_ha": -1223.4374,
  "total_charge": 0,
  "species": ["C", "C", "O", "O", "O", "Cl", "Cl", "H", "H"],
  "positions_angstrom": [[-1.469, 0.010, 0.382], [0.759, 0.090, -0.121], [-1.993, 0.774, 1.068], [1.398, -0.323, 0.999], [0.910, -0.709, -1.079], [-2.177, -1.262, -0.652], [0.972, 1.848, -0.328], [1.348, 0.455, 1.545], [0.252, -0.885, -1.813]]
}

=====

# 2
{
  "formula": "C4H6N2O",
  "method": "ωB97M-V/def2-TZVPD",
  "orbital_gap_ev": 8.14,
  "largest_force_ev_per_a": 0.4,
  "homo_ha": -0.28295,
  "e_lumo_ha": 0.0163,
  "e_tot_ha": -340.6170,
  "total_charge": 0,
  "species": ["N", "C", "C", "N", "C", "O", "C", "H", "H", "H", "H", "H", "H"],
  "positions_angstrom": [[-1.967, 0.817, -0.258], [-0.704, 0.165, -0.231], [-0.389, -1.164, -0.076], [0.953, -1.351, -0.081], [1.678, -0.142, -0.314], [1.539, 0.678, 1.107], [0.558, 0.814, -0.372], [-2.688, 0.218, -0.641], [-2.264, 1.104, 0.668], [-1.074, -2.004, 0.019], [1.384, -2.253, -0.198], [2.313, 1.254, 1.016], [0.662, 1.862, -0.637]]
}

=====

# 3
{
  "formula": "C12H36LiO6S6",
  "method": "ωB97M-V/def2-TZVPD",
  "orbital_gap_ev": 8.76,
  "largest_force_ev_per_a": 7.0,
  "homo_ha": -0.39628,
  "e_lumo_ha": -0.0745,
  "e_tot_ha": -3326.4401,
  "total_charge": 1,
  "species": ["Li", "C", "S", "O", "C", "H", "H", "H", "H", "H", "H", "C", "S", "O", "C", "H", "H", "H", "H", "H", "H", "C", "S", "O", "C", "H", "H", "H", "H", "H", "H", "C", "S", "O", "C", "H", "H", "H", "H", "H", "H", "C", "S", "O", "C", "H", "H", "H", "H", "H", "H", "C", "S", "O", "C", "H", "H", "H", "H", "H", "H"],
  "positions_angstrom": [[3.293, 49.134, 44.639], [4.107, 47.704, 40.881], [3.664, 46.756, 42.340], [4.035, 47.615, 43.494], [1.914, 46.846, 42.119], [3.586, 47.034, 40.128], [5.154, 47.598, 40.624], [3.878, 48.751, 40.989], [1.519, 45.903, 41.809], [1.780, 47.574, 41.330], [1.396, 47.110, 42.982], [-0.098, 51.283, 42.385], [0.559, 49.882, 43.289], [2.031, 50.047, 43.564], [-0.370, 50.272, 44.854], [0.098, 52.101, 42.961], [-1.074, 51.539, 42.124], [0.463, 51.285, 41.615], [-1.313, 50.700, 44.805], [0.062, 51.144, 45.348], [-0.341, 49.459, 45.559], [7.198, 51.104, 41.359], [6.848, 51.065, 43.109], [7.368, 52.409, 43.713], [5.122, 51.470, 42.878], [7.015, 52.010, 40.992], [6.516, 50.387, 40.908], [8.283, 50.754, 41.149], [4.800, 51.989, 41.956], [4.786, 51.927, 43.852], [4.471, 50.728, 42.607], [1.551, 46.789, 48.067], [2.087, 46.581, 46.362], [2.244, 47.998, 45.907], [3.631, 45.737, 46.636], [2.275, 47.442, 48.496], [1.571, 45.899, 48.553], [0.631, 47.252, 48.124], [3.483, 44.746, 47.033], [4.412, 46.166, 47.423], [4.045, 45.922, 45.628], [2.441, 52.435, 45.718], [1.385, 53.696, 46.326], [1.926, 54.192, 47.723], [1.765, 55.096, 45.312], [2.310, 51.405, 46.238], [3.408, 52.711, 46.182], [2.431, 52.336, 44.576], [2.620, 55.430, 45.870], [0.964, 55.757, 45.521], [1.886, 54.918, 44.289], [7.079, 50.590, 46.831], [5.287, 50.371, 47.112], [4.684, 50.002, 45.719], [5.426, 48.798, 47.883], [7.375, 51.257, 46.194], [7.595, 49.787, 46.203], [7.517, 50.917, 47.750], [4.632, 48.293, 48.126], [6.216, 48.812, 48.620], [6.002, 48.050, 47.303]]
}

=====

# 4
{
  "formula": "C5H10NO4P",
  "method": "ωB97M-V/def2-TZVPD",
  "orbital_gap_ev": [6.77, 6.77],
  "largest_force_ev_per_a": 4.0,
  "homo_ha": [-0.01060, -0.01077],
  "e_lumo_ha": [0.2382, 0.2382],
  "e_tot_ha": -893.5823,
  "total_charge": -2,
  "species": ["C", "C", "C", "C", "C", "N", "O", "O", "O", "O", "P", "H", "H", "H", "H", "H", "H", "H", "H", "H", "H"],
  "positions_angstrom": [[-0.101, 0.645, 1.271], [0.519, 0.867, 2.773], [0.800, 0.285, -1.750], [-1.722, -0.477, -1.489], [-0.252, -0.778, -1.244], [0.170, -0.549, 0.945], [-0.774, -3.492, -0.996], [1.085, -2.989, -2.697], [-0.676, 1.657, 0.746], [1.471, -2.683, -0.142], [0.406, -2.590, -1.374], [-0.361, 0.521, 3.270], [0.661, 1.966, 2.963], [1.359, 0.225, 2.979], [0.515, 0.626, -2.782], [1.737, -0.232, -1.908], [0.740, 1.044, -0.987], [-2.136, -1.324, -2.026], [-1.847, 0.559, -1.897], [-2.180, -0.353, -0.483], [1.071, -2.201, 0.540]]
}

=====

# 5
{
  "formula": "C4H39N3O13",
  "method": "ωB97M-V/def2-TZVPD",
  "orbital_gap_ev": [9.78, 5.11],
  "largest_force_ev_per_a": 3.1,
  "homo_ha": [-0.47453, -0.47452],
  "e_lumo_ha": [-0.1150, -0.2867],
  "e_tot_ha": -1317.8205,
  "spin_multiplicity": 2,
  "total_charge": 1,
  "species": ["C", "C", "C", "N", "N", "C", "N", "H", "H", "H", "H", "H", "H", "H", "H", "H", "H", "H", "H", "H", "H", "H", "O", "H", "H", "O", "H", "H", "O", "H", "H", "O", "H", "H", "O", "H", "H", "O", "H", "H", "O", "H", "H", "O", "H", "H", "O", "H", "H", "O", "H", "H", "O", "H", "H", "O", "H", "H", "O"],
  "positions_angstrom": [[2.540, -2.358, -1.249], [1.821, -1.641, -2.385], [0.326, -1.303, -2.128], [-0.089, -0.448, -1.032], [2.632, -1.549, -0.001], [2.996, -2.108, 1.230], [1.825, -2.337, 2.067], [3.473, -2.822, -1.601], [1.921, -3.196, -0.915], [2.217, -2.035, -3.314], [2.230, -0.625, -2.424], [-0.189, -2.279, -1.999], [-0.086, -0.922, -3.075], [0.410, 0.458, -1.117], [0.154, -0.752, -0.097], [1.927, -0.853, 0.196], [3.715, -2.926, 1.372], [3.632, -1.223, 1.700], [2.232, -2.546, 2.971], [1.155, -1.573, 2.059], [-3.938, 0.368, 0.487], [-4.488, -0.742, -0.516], [-4.533, -0.378, 0.369], [3.616, 0.834, -1.042], [5.088, 0.454, -1.596], [4.482, 1.149, -1.292], [-0.531, 4.384, -1.808], [-2.015, 4.036, -2.312], [-1.468, 4.398, -1.612], [2.702, 2.286, 2.079], [3.600, 1.307, 2.896], [2.717, 1.416, 2.530], [-0.424, -2.315, 2.033], [-1.021, -0.897, 1.599], [-1.199, -1.757, 2.011], [3.210, 2.462, -0.419], [2.847, 3.940, -0.503], [2.535, 3.099, -0.150], [-4.279, -3.123, -0.093], [-3.135, -2.184, 0.215], [-3.344, -2.975, -0.307], [-1.678, 0.939, 3.916], [-2.377, 2.288, 3.415], [-1.921, 1.487, 3.145], [0.156, 2.197, -4.366], [-0.377, 1.099, 2.524], [0.267, 0.535, 2.033], [-1.021, 1.180, -4.683], [1.143, 0.692, 2.444], [-0.777, 2.010, -4.262], [-2.577, -0.751, -2.595], [-3.295, 0.607, -2.952], [-2.720, -0.088, -3.278], [-2.654, -0.576, 4.082], [-1.355, -1.336, 3.639], [-1.834, -0.952, 4.414], [-1.934, 0.923, -0.555], [-2.049, 2.364, -1.040], [-2.561, 1.548, -0.956]]
}

=====

Calculated values (kcal per mole) of energy relative to the best compared isomer or geometry (same formula, charge and spin) for the records, taken in order: 56.35; 111.62; 0.00; 53.08; 29.24.